{
  "formula": "C5H8N4",
  "method": "wB97M-V/def2-TZVPD",
  "species": ["C", "C", "N", "N", "C", "C", "N", "N", "C", "H", "H", "H", "H", "H", "H", "H", "H"],
  "coordinates": [[-2.441, 1.226, 0.012], [-1.367, 0.217, 0.106], [-1.662, -1.090, 0.110], [-0.537, -1.790, 0.063], [0.522, -0.961, -0.002], [-0.037, 0.323, 0.024], [1.198, 1.295, -0.074], [2.323, 0.471, 0.247], [1.963, -0.871, -0.155], [-2.077, 2.184, -0.289], [-3.274, 0.833, -0.533], [-2.813, 1.542, 0.890], [-0.565, -2.762, 0.155], [1.521, 1.548, -1.056], [2.517, 0.433, 1.194], [2.575, -1.590, 0.489], [2.152, -1.009, -1.180]],
  "lowdin_charge": [-0.02, -0.31, 0.06, 0.04, -0.19, -0.10, 0.00, -0.10, -0.17, 0.08, 0.08, 0.03, 0.14, 0.12, 0.07, 0.15, 0.10],
  "homo_ev": -8.49,
  "e_above_lowest_kcal_mol": 60.2,
  "charge": 0,
  "smiles": "Cc1n[nH]c2c1NNC2",
  "homo_lumo_gap_ev": 9.359,
  "lumo_ha": 0.0318
}

---

{
  "formula": "C5H8N4O4S",
  "method": "wB97M-V/def2-TZVPD",
  "species": ["C", "C", "C", "C", "C", "N", "N", "N", "N", "O", "O", "O", "O", "S", "H", "H", "H", "H", "H", "H", "H", "H"],
  "coordinates": [[0.306, -1.264, 0.023], [-0.888, -0.980, -0.591], [0.796, 0.306, 0.631], [-1.913, -1.959, -1.167], [-0.590, 2.354, 0.197], [-1.201, 0.321, -0.455], [-0.321, 0.943, 0.215], [2.356, -0.157, 2.906], [0.931, -2.424, 0.280], [0.472, -3.446, -0.159], [1.882, -2.417, 1.005], [3.207, 0.540, 0.450], [2.060, 2.096, 1.910], [2.222, 0.767, 1.470], [-1.462, -2.558, -1.982], [-2.209, -2.649, -0.420], [-2.655, -1.398, -1.585], [-1.572, 2.560, -0.251], [-0.391, 2.769, 1.234], [0.172, 2.668, -0.421], [2.862, -1.013, 2.729], [2.952, 0.404, 3.488]],
  "lowdin_charge": [0.03, -0.21, -0.06, 0.01, 0.00, 0.17, -0.23, -0.04, -0.44, 0.08, 0.06, -0.26, -0.29, 0.58, 0.10, 0.07, 0.04, 0.11, 0.12, 0.07, 0.05, 0.06],
  "homo_ev": [-6.78, -10.46],
  "e_above_lowest_kcal_mol": 59.3,
  "s_squared": 2.03,
  "charge": 0,
  "multiplicity": 3,
  "homo_lumo_gap_ev": [6.972, 6.961],
  "lumo_ha": [0.0072, -0.1287]
}

---

{
  "formula": "C5H8N4S2",
  "method": "wB97M-V/def2-TZVPD",
  "species": ["C", "C", "C", "C", "C", "N", "N", "N", "N", "S", "S", "H", "H", "H", "H", "H", "H", "H", "H"],
  "coordinates": [[-0.852, -0.194, -2.629], [0.982, -0.205, -1.398], [-0.175, -0.488, -0.647], [-1.572, -0.013, 2.049], [2.471, -0.280, -1.093], [0.483, -0.119, -2.663], [-1.289, -0.456, -1.403], [0.695, 0.676, 1.934], [-0.482, 0.238, 1.308], [-2.989, -0.464, 1.340], [-1.488, 0.550, 3.796], [-1.500, -0.126, -3.551], [2.977, 0.684, -1.112], [2.585, -0.862, -0.217], [2.887, -0.933, -1.932], [-2.269, -0.395, -1.050], [1.487, 0.010, 1.799], [0.855, 1.659, 1.803], [-2.805, 0.718, 3.665]],
  "lowdin_charge": [-0.19, -0.32, 0.03, -1.20, -0.04, 0.09, 0.05, -0.01, -0.16, 0.56, 0.71, 0.14, 0.07, 0.04, 0.10, 0.09, 0.11, 0.09, -0.16],
  "homo_ev": -8.56,
  "e_above_lowest_kcal_mol": 55.7,
  "charge": 0,
  "homo_lumo_gap_ev": 7.636,
  "lumo_ha": -0.0338
}

---

{
  "formula": "C5H8N5O",
  "method": "wB97M-V/def2-TZVPD",
  "species": ["C", "C", "C", "C", "C", "N", "N", "N", "N", "N", "O", "H", "H", "H", "H", "H", "H", "H", "H"],
  "coordinates": [[0.765, -0.806, -2.656], [2.004, -0.594, -2.077], [0.443, 0.210, -0.804], [-1.742, 1.219, 0.200], [-0.371, 0.937, 0.202], [-0.183, -0.259, -1.858], [-1.996, 1.888, 1.281], [1.761, -0.009, -0.916], [0.099, 1.564, 1.296], [-0.919, -1.433, 1.851], [-0.992, 2.126, 1.996], [0.574, -1.115, -3.688], [2.953, -0.961, -2.354], [-2.702, 0.993, -0.333], [2.389, 0.334, -0.080], [0.911, 1.429, 1.894], [-0.882, -2.107, 1.169], [-1.862, -1.536, 2.351], [-0.252, -1.879, 2.524]],
  "lowdin_charge": [0.01, 0.01, -0.23, -0.05, -0.20, 0.15, 0.03, 0.13, 0.12, 0.03, 0.03, 0.15, 0.14, 0.16, 0.24, 0.17, -0.03, 0.08, 0.05],
  "homo_ev": [-10.35, -13.84],
  "e_above_lowest_kcal_mol": 108.2,
  "s_squared": 2.01,
  "charge": 1,
  "multiplicity": 3,
  "homo_lumo_gap_ev": [7.068, 5.947],
  "lumo_ha": [-0.1204, -0.2901]
}

---

{
  "formula": "C5H8N6O2S2",
  "method": "wB97M-V/def2-TZVPD",
  "species": ["C", "C", "C", "C", "C", "N", "N", "N", "N", "N", "N", "O", "O", "S", "S", "H", "H", "H", "H", "H", "H", "H", "H"],
  "coordinates": [[3.958, 0.627, -2.585], [4.515, 0.470, -1.356], [2.081, 0.549, -1.285], [-4.471, -0.829, 1.748], [-2.246, -1.569, 2.058], [2.620, 0.672, -2.545], [-5.341, 0.125, 1.390], [-3.232, -0.713, 1.548], [5.929, 0.247, -1.064], [-5.105, 1.317, 1.203], [-0.448, 0.449, 0.113], [6.677, 0.098, -2.017], [6.117, 0.112, 0.098], [3.257, 0.287, -0.138], [0.064, 0.665, -1.218], [4.509, 0.578, -3.620], [-5.023, -1.734, 2.298], [-2.390, -1.957, 3.082], [-2.230, -2.539, 1.520], [-1.250, -1.128, 1.923], [-4.155, 1.614, 1.307], [-5.966, 1.867, 0.965], [2.129, 0.794, -3.427]],
  "lowdin_charge": [-0.06, -0.34, -0.65, -0.20, -0.11, -0.01, 0.10, 0.06, -0.39, 0.25, -0.38, 0.15, 0.13, 1.24, 0.97, 0.21, 0.20, 0.12, 0.12, 0.05, 0.15, 0.21, 0.18],
  "homo_ev": -16.97,
  "e_above_lowest_kcal_mol": 10.3,
  "charge": 2,
  "homo_lumo_gap_ev": 8.071,
  "lumo_ha": -0.3270
}

---

{
  "formula": "C5H8N7",
  "method": "wB97M-V/def2-TZVPD",
  "species": ["C", "C", "C", "C", "C", "N", "N", "N", "N", "N", "N", "N", "H", "H", "H", "H", "H", "H", "H", "H"],
  "coordinates": [[-1.731, 0.616, 2.245], [2.563, -0.326, -1.454], [1.159, 1.299, -1.729], [-0.668, 0.038, 0.567], [-2.282, -1.704, 1.408], [-0.914, 1.580, 1.890], [3.272, 0.728, -1.699], [-0.226, 1.217, 0.800], [2.412, 1.722, -1.857], [-1.616, -0.433, 1.398], [1.220, -0.017, -1.466], [0.163, -0.808, -1.312], [-2.390, 0.669, 3.085], [2.962, -1.305, -1.279], [0.261, 1.880, -1.790], [-3.251, -1.593, 1.888], [-2.419, -2.053, 0.386], [-1.694, -2.433, 1.967], [2.746, 2.660, -2.050], [0.433, -1.738, -0.997]],
  "lowdin_charge": [-0.13, -0.04, 0.01, -0.15, -0.01, 0.03, 0.13, 0.00, 0.10, -0.09, -0.12, 0.22, 0.13, 0.15, 0.16, 0.10, 0.10, 0.10, 0.20, 0.11],
  "homo_ev": [-12.04, -12.96],
  "s_squared": 2.02,
  "charge": 1,
  "multiplicity": 3,
  "homo_lumo_gap_ev": [8.538, 5.817],
  "lumo_ha": [-0.1288, -0.2623]
}

---

{
  "formula": "C5H8NO",
  "method": "wB97M-V/def2-TZVPD",
  "species": ["C", "C", "C", "C", "C", "N", "O", "H", "H", "H", "H", "H", "H", "H", "H"],
  "coordinates": [[2.801, -0.918, -0.205], [-1.985, -0.768, 1.362], [1.716, -0.143, -0.339], [-1.133, -0.540, 0.393], [-1.336, 0.772, -0.435], [-0.259, -1.413, -0.128], [-0.149, -2.547, 0.544], [3.813, -0.552, -0.120], [2.779, -1.995, 0.187], [-1.986, -1.578, 2.072], [-2.851, -0.083, 1.273], [1.568, 0.854, -0.625], [-1.057, 1.549, 0.228], [-2.340, 1.023, -0.663], [-0.738, 0.900, -1.342]],
  "lowdin_charge": [-0.17, -0.02, -0.03, -0.52, -0.09, -0.15, -0.25, -0.01, 0.04, 0.03, 0.04, -0.02, 0.04, 0.04, 0.05],
  "homo_ev": [-2.19, -2.39],
  "e_above_lowest_kcal_mol": 106.9,
  "charge": -1,
  "homo_lumo_gap_ev": [6.405, 6.601],
  "lumo_ha": [0.1548, 0.1547]
}

---

{
  "formula": "C5H8NO",
  "method": "wB97M-V/def2-TZVPD",
  "species": ["C", "C", "C", "C", "C", "N", "O", "H", "H", "H", "H", "H", "H", "H", "H"],
  "coordinates": [[1.301, -1.689, 1.801], [-0.452, -2.495, 0.768], [-0.095, 0.687, -0.711], [1.038, 1.473, -0.488], [-1.398, 1.131, -1.008], [1.782, -0.643, 1.852], [0.670, -2.773, 1.490], [-1.120, -3.258, 1.008], [-0.658, -1.446, 0.601], [0.849, 2.591, -0.414], [1.697, 1.636, -1.379], [1.729, 0.946, 0.247], [-1.134, 1.729, -1.981], [-1.999, 1.754, -0.357], [-2.209, 0.357, -1.429]],
  "lowdin_charge": [-0.31, 0.08, 0.11, -0.05, -0.04, 0.19, 0.02, 0.07, 0.05, 0.15, 0.16, 0.10, 0.18, 0.12, 0.16],
  "homo_ev": [-15.26, -12.56],
  "e_above_lowest_kcal_mol": 182.8,
  "charge": 1,
  "homo_lumo_gap_ev": [8.198, 5.458],
  "lumo_ha": [-0.2596, -0.2609]
}

---

{
  "formula": "C5H8NO",
  "method": "wB97M-V/def2-TZVPD",
  "species": ["C", "C", "C", "C", "C", "N", "O", "H", "H", "H", "H", "H", "H", "H", "H"],
  "coordinates": [[-4.230, 0.477, 0.607], [-0.644, -1.540, -0.883], [-0.073, -0.634, -0.216], [0.908, 1.624, -0.421], [0.650, 0.370, 0.418], [-3.317, 0.859, 0.015], [-2.326, 1.170, -0.558], [-5.137, 0.273, 1.092], [-0.146, -2.431, -1.252], [-1.692, -1.518, -1.161], [-0.035, 2.130, -0.619], [1.373, 1.377, -1.371], [1.564, 2.294, 0.126], [0.227, 0.611, 1.401], [1.616, -0.125, 0.649]],
  "lowdin_charge": [0.20, 0.16, 0.10, -0.04, -0.19, -0.20, 0.01, 0.09, 0.13, 0.13, 0.07, 0.10, 0.09, 0.16, 0.19],
  "homo_ev": -14.00,
  "e_above_lowest_kcal_mol": 120.1,
  "charge": 1,
  "homo_lumo_gap_ev": 7.764,
  "lumo_ha": -0.2291
}

---

{
  "formula": "C5H8NO",
  "method": "wB97M-V/def2-TZVPD",
  "species": ["C", "C", "C", "C", "C", "N", "O", "H", "H", "H", "H", "H", "H", "H", "H"],
  "coordinates": [[0.987, 1.257, -0.272], [-2.481, -1.052, -0.172], [1.909, 0.204, 0.447], [-2.161, 0.160, 0.253], [2.032, -0.995, -0.080], [-1.070, 0.860, 0.410], [-0.246, 0.650, -0.605], [1.590, 1.533, -1.185], [0.919, 2.028, 0.606], [-3.444, -1.302, -0.526], [-1.780, -1.915, -0.002], [2.421, 0.658, 1.286], [-3.084, 0.910, 0.547], [1.630, -1.329, -1.075], [2.778, -1.667, 0.369]],
  "lowdin_charge": [-0.15, 0.20, -0.13, -0.13, 0.02, 0.13, -0.01, 0.16, 0.16, 0.10, 0.14, 0.11, 0.22, 0.10, 0.08],
  "homo_ev": [-14.35, -14.24],
  "e_above_lowest_kcal_mol": 74.6,
  "s_squared": 2.01,
  "charge": 1,
  "multiplicity": 3,
  "homo_lumo_gap_ev": [10.141, 5.171],
  "lumo_ha": [-0.1546, -0.3332]
}

---

{
  "formula": "C5H8NO2",
  "method": "wB97M-V/def2-TZVPD",
  "species": ["C", "C", "C", "N", "C", "C", "O", "O", "H", "H", "H", "H", "H", "H", "H", "H"],
  "coordinates": [[0.844, 2.451, -0.014], [-0.020, 1.479, -0.148], [0.307, 0.182, 0.620], [0.146, -1.003, -0.240], [-0.850, -1.934, 0.397], [-1.242, -1.369, 1.757], [-1.790, -1.906, 2.625], [-0.766, -0.157, 1.814], [0.415, 3.368, -0.191], [1.754, 2.338, 0.505], [-0.991, 1.729, -0.725], [1.193, 0.296, 1.155], [1.102, -1.440, -0.395], [-0.111, -0.601, -1.186], [-0.306, -2.926, 0.481], [-1.833, -2.153, -0.197]],
  "lowdin_charge": [0.08, -0.09, -0.10, 0.10, 0.02, -0.57, 0.22, 0.11, 0.07, 0.08, 0.16, 0.14, 0.22, 0.20, 0.17, 0.19],
  "homo_ev": -14.97,
  "e_above_lowest_kcal_mol": 51.6,
  "charge": 1,
  "smiles": "C=C[C@@H]1[NH2+]CC(=O)O1",
  "homo_lumo_gap_ev": 10.879,
  "lumo_ha": -0.1503
}

---

{
  "formula": "C5H8NO4P",
  "method": "wB97M-V/def2-TZVPD",
  "species": ["C", "C", "C", "C", "C", "N", "O", "O", "O", "O", "P", "H", "H", "H", "H", "H", "H", "H", "H"],
  "coordinates": [[0.858, -0.392, -0.996], [-0.445, -1.577, 2.454], [-1.061, -0.965, 3.504], [1.471, 0.805, -1.591], [0.475, 1.864, -2.022], [1.297, -0.424, -2.215], [1.848, -1.189, -3.103], [-1.377, -1.397, 0.387], [-0.420, 0.919, 0.903], [-1.899, 0.435, -1.197], [-0.957, -0.028, -0.156], [-0.913, -2.421, 1.915], [0.538, -1.490, 2.298], [-0.582, -0.198, 4.038], [-2.090, -1.056, 3.562], [2.482, 1.034, -1.313], [-0.414, 1.551, -1.325], [0.249, 1.643, -3.118], [0.939, 2.887, -2.023]],
  "lowdin_charge": [-0.03, -0.13, -0.12, -0.37, -0.10, -0.25, -0.18, -0.45, -0.41, -0.38, 0.11, 0.04, 0.00, -0.01, -0.01, 0.10, 0.03, 0.08, 0.05],
  "homo_ev": -0.31,
  "e_above_lowest_kcal_mol": 117.4,
  "charge": -2,
  "homo_lumo_gap_ev": 7.023,
  "lumo_ha": 0.2468
}

---

{
  "formula": "C5H8NO4S",
  "method": "wB97M-V/def2-TZVPD",
  "species": ["C", "N", "C", "C", "C", "C", "O", "O", "S", "O", "O", "H", "H", "H", "H", "H", "H", "H", "H"],
  "coordinates": [[-0.820, -0.428, -1.741], [-0.774, -1.132, -0.473], [-1.366, -0.434, 0.636], [-0.538, 0.804, 1.084], [0.934, 0.553, 1.002], [1.731, 1.492, 0.012], [1.043, 1.990, -0.888], [2.924, 1.630, 0.278], [0.842, -1.365, 0.048], [0.796, -2.377, 1.083], [1.670, -1.671, -1.084], [-0.291, -1.041, -2.470], [-1.863, -0.319, -2.044], [-0.335, 0.552, -1.693], [-1.412, -1.154, 1.458], [-2.380, -0.124, 0.371], [-0.765, 1.635, 0.405], [-0.851, 1.068, 2.096], [1.456, 0.321, 1.920]],
  "lowdin_charge": [-0.11, -0.29, -0.25, -0.19, -0.10, -0.76, -0.07, -0.04, 0.72, -0.36, -0.32, 0.08, 0.08, 0.07, 0.10, 0.12, 0.11, 0.11, 0.10],
  "homo_ev": -4.88,
  "e_above_lowest_kcal_mol": 2.6,
  "charge": -1,
  "smiles": "CN1CC[C@H](C(=O)[O-])S1(=O)=O",
  "homo_lumo_gap_ev": 8.377,
  "lumo_ha": 0.1284
}

---

{
  "formula": "C5H8NP",
  "method": "wB97M-V/def2-TZVPD",
  "species": ["C", "C", "C", "C", "C", "N", "P", "H", "H", "H", "H", "H", "H", "H", "H"],
  "coordinates": [[-2.360, 1.958, -2.027], [-1.539, 1.482, 0.148], [0.331, -0.209, -1.280], [1.309, -1.375, -1.604], [0.008, 0.130, 2.087], [-1.819, 1.978, -0.986], [-0.202, 0.243, 0.178], [-2.167, 2.612, -2.954], [-1.524, 1.964, 1.161], [2.337, -0.938, -1.765], [1.039, -1.822, -2.482], [1.266, -2.067, -0.763], [-0.993, -0.348, 2.456], [-0.022, 1.063, 2.479], [0.953, -0.228, 2.271]],
  "lowdin_charge": [0.04, -0.33, -0.35, -0.22, -0.23, -0.11, 0.88, 0.07, 0.08, 0.08, 0.01, 0.05, 0.09, -0.03, -0.01],
  "homo_ev": [-5.77, -7.78],
  "e_above_lowest_kcal_mol": 122.8,
  "s_squared": 2.03,
  "charge": 0,
  "multiplicity": 3,
  "homo_lumo_gap_ev": [6.391, 6.422],
  "lumo_ha": [0.0229, -0.0499]
}